Formula: C4H13N3
Source: the Open Molecules 2025 dataset
Level of theory: the ωB97M-V functional and the def2-TZVPD basis

Each line ends with the natural charge from an NBO analysis.
Positions of all 20 atoms, in Å:
N1 -2.509 -0.846 1.350  -0.85
C1 -2.505 -0.173 0.065  -0.23
C2 -1.270 0.524 -0.327  -0.24
N2 -0.068 -0.288 -0.554  -0.61
C3 1.175 0.560 -0.918  -0.23
C4 2.393 -0.268 -0.694  -0.24
N3 2.929 0.076 0.704  -0.87
H1 -3.387 -0.798 1.861  0.37
H2 -1.742 -0.528 1.836  0.35
H3 -2.471 -1.004 -0.696  0.18
H4 -3.390 0.365 -0.025  0.19
H5 -1.041 1.531 0.187  0.15
H6 -1.618 0.931 -1.332  0.20
H7 0.257 -0.696 0.288  0.34
H8 1.030 1.018 -1.879  0.20
H9 1.121 1.364 -0.136  0.17
H10 2.121 -1.354 -0.688  0.19
H11 3.199 -0.012 -1.456  0.20
H12 2.171 0.267 1.398  0.36
H13 3.604 -0.669 1.016  0.36

Computed properties:
Gap between HOMO and LUMO, eV: 9.99
SMILES string: NCCNCCN
LUMO level, eV: 1.04
ΔE to the lowest compared entry with this formula, charge and spin, kcal/mol: 46.1
HOMO level, Eh: -0.3289

=====

Formula: C38H34NaOPS2
Source: the Open Molecules 2025 dataset
Level of theory: the ωB97M-V functional and the def2-TZVPD basis

Each line ends with the natural charge from an NBO analysis.
Positions of all 77 atoms, in Å:
Na1 -0.762 -1.187 -0.420  0.84
C1 -3.246 2.177 -0.792  -0.21
C2 -4.210 1.345 -1.340  -0.21
C3 -4.853 0.414 -0.540  -0.22
C4 -4.521 0.302 0.803  -0.23
C5 -3.549 1.127 1.347  -0.23
C6 -2.920 2.072 0.551  -0.15
H1 -2.704 2.864 -1.430  0.21
H2 -4.415 1.374 -2.403  0.22
H3 -5.566 -0.268 -0.983  0.21
H4 -4.982 -0.466 1.412  0.20
H5 -3.239 0.995 2.376  0.21
H6 -2.124 2.679 0.961  0.19
C7 2.810 -4.276 0.978  -0.64
C8 1.436 -3.851 0.509  -0.24
S1 0.541 -2.880 1.701  -0.66
C9 0.945 -4.246 -0.687  -0.19
C10 1.798 -5.104 -1.601  -0.64
S2 -0.641 -3.880 -1.366  -0.62
H7 3.085 -3.706 1.864  0.22
H8 3.589 -4.122 0.223  0.18
H9 2.844 -5.342 1.247  0.18
H10 2.514 -5.735 -1.061  0.18
H11 2.369 -4.494 -2.312  0.18
H12 1.151 -5.747 -2.196  0.21
O1 -0.259 0.324 1.135  -1.10
P1 1.018 0.809 1.716  1.97
C11 1.212 2.601 1.457  -0.42
C12 0.463 3.497 2.218  -0.18
C13 0.505 4.855 1.950  -0.23
C14 1.291 5.330 0.907  -0.21
C15 2.032 4.445 0.137  -0.24
C16 1.995 3.085 0.413  -0.11
C17 1.100 0.602 3.519  -0.45
C18 1.801 1.468 4.360  -0.14
C19 1.864 1.224 5.723  -0.27
C20 1.222 0.108 6.246  -0.21
C21 0.518 -0.752 5.414  -0.22
C22 0.448 -0.511 4.048  -0.13
C23 2.520 0.078 1.023  -0.47
C24 2.412 -0.688 -0.133  -0.06
C25 3.527 -1.314 -0.663  -0.21
C26 4.756 -1.172 -0.032  -0.21
C27 4.876 -0.396 1.114  -0.25
C28 3.758 0.230 1.643  -0.14
H13 -0.167 3.131 3.020  0.22
H14 -0.084 5.540 2.547  0.20
H15 1.317 6.392 0.690  0.20
H16 2.634 4.806 -0.688  0.21
H17 2.570 2.398 -0.194  0.22
H18 2.302 2.338 3.951  0.20
H19 2.409 1.901 6.369  0.20
H20 1.275 -0.091 7.311  0.20
H21 0.025 -1.631 5.809  0.22
H22 -0.085 -1.187 3.398  0.28
H23 1.457 -0.810 -0.618  0.22
H24 3.407 -1.940 -1.536  0.23
H25 5.625 -1.687 -0.427  0.20
H26 5.835 -0.297 1.607  0.20
H27 3.851 0.808 2.555  0.20
C29 -4.774 -1.147 -4.897  -0.25
C30 -4.469 -1.776 -3.669  -0.27
C31 -3.319 -1.452 -3.004  -0.17
C32 -2.397 -0.491 -3.499  -0.03
C33 -1.234 -0.157 -2.717  -0.35
C34 -0.373 0.710 -3.376  -0.34
C35 -0.604 1.255 -4.662  -0.22
C36 -1.753 0.974 -5.344  -0.27
C37 -2.690 0.084 -4.767  -0.10
C38 -3.898 -0.248 -5.432  -0.22
H28 -5.693 -1.394 -5.421  0.18
H29 -5.137 -2.528 -3.265  0.19
H30 -3.061 -1.951 -2.076  0.23
H31 0.548 1.033 -2.886  0.16
H32 0.137 1.921 -5.102  0.17
H33 -1.957 1.403 -6.323  0.18
H34 -4.107 0.225 -6.389  0.18

Computed properties:
Gap between HOMO and LUMO, eV: 3.31
LUMO level, eV: 3.82
Net charge: -2
HOMO level, Eh: 0.0187